No. 1
{"formula": "C4H8O", "method": "ωB97M-V with the def2-TZVPD basis set", "relative_energy_kj_mol": 240.2, "smiles": "CC1(O)CC1", "e_homo_ha": -0.3464, "energy_ev": -6322.6788, "orbital_gap_ev": 10.399, "symbols": ["C", "C", "O", "C", "C", "H", "H", "H", "H", "H", "H", "H", "H"], "xyz": [[-1.1398, -0.5816, 0.7113], [-0.1294, 0.0299, -0.3674], [-0.7601, 0.3384, -1.5625], [1.2994, -0.4514, -0.3349], [0.9364, 0.8890, 0.2537], [-0.7631, -0.8701, 1.7226], [-1.4646, -1.4991, 0.2386], [-2.0263, 0.0505, 0.9092], [-0.9625, 1.2839, -1.5442], [1.6059, -1.2645, 0.3194], [1.7928, -0.4839, -1.3113], [0.2607, 0.7280, 1.1011], [1.3507, 1.8310, -0.1355]]}



No. 2
{"formula": "C4H8O", "method": "ωB97M-V with the def2-TZVPD basis set", "relative_energy_kj_mol": 282.7, "smiles": "OC1=CC1.C", "e_homo_ha": -0.3235, "energy_ev": -6322.2378, "orbital_gap_ev": 9.551, "symbols": ["O", "C", "C", "C", "H", "H", "H", "H", "C", "H", "H", "H", "H"], "xyz": [[-0.6958, 0.1699, -1.5741], [0.5160, 0.3733, -1.0550], [1.3786, 1.0736, -0.3941], [1.8195, -0.3000, -0.8961], [-1.2611, 0.9104, -1.3168], [1.6802, 1.9394, 0.1687], [1.9221, -1.1302, -0.1847], [2.5077, -0.3793, -1.7471], [-1.5594, -0.5528, 1.4074], [-1.6883, -0.9742, 2.4070], [-1.5307, -1.3561, 0.6672], [-2.3993, 0.1136, 1.1884], [-0.6222, 0.0137, 1.3705]]}